Entry 1:
Density functional theory data (the ωB97M-V functional and the def2-TZVPD basis) for the molecule C5H10O3.

Results
SMILES: O=C(O)CCCCO
Gap between HOMO and LUMO in eV: 10.81
Multiplicity: 1
M in u: 118.1

Each line ends with the natural charge from an NBO analysis.
Positions of all 18 atoms, in Å:
O 1.05032 -1.01205 -2.02411  -0.6051
C 1.42638 -0.73042 -0.91774  0.7730
O 2.05602 -1.65520 -0.21570  -0.6972
C 1.11066 0.47090 -0.19016  -0.5190
C 0.16152 0.13519 0.96019  -0.3963
C -1.21295 -0.18916 0.55453  -0.4437
C -1.93280 1.04200 0.15210  -0.0545
O -2.28120 1.68521 1.39081  -0.7582
H 2.21722 -2.48764 -0.68672  0.5053
H 0.70762 1.24842 -0.98212  0.2388
H 2.10273 0.81104 0.27004  0.2457
H 0.50460 -0.71352 1.58482  0.2310
H 0.12781 1.10548 1.58186  0.2160
H -1.75496 -0.68906 1.39097  0.2319
H -0.99262 -0.83423 -0.36266  0.2145
H -3.05221 0.67925 -0.26756  0.1661
H -1.31882 1.70267 -0.40743  0.1759
H -2.45936 2.66285 1.31728  0.4760


Entry 2:
Density functional theory data (the ωB97M-V functional and the def2-TZVPD basis) for the molecule C5H10O3.

Results
SMILES: C=C(OC)[C@H](O)OC
Gap between HOMO and LUMO in eV: 10.54
Multiplicity: 1
M in u: 118.1

Each line ends with the natural charge from an NBO analysis.
Positions of all 18 atoms, in Å:
C -1.11177 0.25601 1.30135  -0.4393
C -0.42694 0.45427 0.17375  0.2529
O -0.49926 1.77611 -0.39243  -0.5517
C 0.71202 2.51660 -0.24940  -0.2588
C 0.51262 -0.45578 -0.58919  0.3147
O 0.81675 0.04458 -1.87210  -0.6811
O -0.17103 -1.72737 -0.84396  -0.5461
C -0.33826 -2.60037 0.25159  -0.2581
H -1.72451 1.05191 1.71509  0.2228
H -1.06415 -0.65700 1.88021  0.2080
H 1.32121 2.42499 -1.15471  0.1894
H 1.30288 2.20988 0.62243  0.1746
H 0.46572 3.57706 -0.14091  0.1908
H 1.45445 -0.61438 -0.05564  0.1688
H -0.05060 0.29847 -2.23333  0.4798
H 0.37455 -2.41944 1.06347  0.1668
H -1.36514 -2.50572 0.61811  0.1745
H -0.20852 -3.62982 -0.09432  0.1919